The following is a quantum chemistry calculation of 6 unconnected molecules or ions with the total composition C6H22NO6 in a non-equilibrium geometry, from the OMol25 dataset.

Net charge ... -1

Structure (XYZ):
```
35
Properties=species:S:1:pos:R:3:forces:R:3:lowdin_charge:R:1
C -2.3909 1.2217 -0.8148 -1.4 -2.7 -0.9 -0.089
C -0.9190 1.4581 -1.0279 0.4 2.4 0.1 -0.454
C -0.2729 0.7365 -2.2009 -4.1 -0.9 -2.6 -0.234
C 1.1098 0.4644 -2.2040 3.1 -1.0 1.7 -0.233
C 2.0662 1.1312 -2.8190 -2.2 1.3 -1.0 0.019
N -0.2715 1.2286 0.2326 -1.5 -0.3 1.1 -0.022
C -0.3156 -0.1536 0.8897 1.2 0.0 -3.7 -0.395
O 0.7482 -0.2740 1.6856 0.9 -0.1 -0.2 -0.301
H -2.9192 2.0519 -0.3243 0.2 -0.3 -0.3 0.067
H -2.5537 0.2669 -0.1883 0.3 1.5 -0.7 0.092
H -2.8598 0.8827 -1.7967 0.2 1.0 1.0 0.087
H -0.8361 2.5789 -1.3488 0.2 -1.5 1.0 0.159
H -0.5014 1.2909 -3.1829 -0.2 -0.7 1.3 0.135
H -0.8055 -0.2803 -2.2674 0.6 1.2 -0.2 0.129
H 1.4469 -0.3250 -1.5105 -0.1 0.2 -0.6 0.081
H 1.9011 2.0011 -3.4369 -0.7 0.3 -0.2 0.049
H 3.0409 0.8749 -2.9101 2.9 -1.2 0.6 0.011
H 0.5839 1.7159 0.3063 1.2 -0.2 0.4 0.087
H -1.2979 -0.3725 1.2950 -0.3 0.3 0.9 0.084
H -0.3110 -0.9146 -0.0434 0.2 0.8 1.3 0.126
H -2.0543 2.8178 2.7350 0.2 0.5 0.3 0.015
H -2.1888 1.5721 1.8986 -1.4 1.8 0.6 0.047
O -2.7493 2.3392 2.2898 1.2 -2.2 -1.0 -0.102
H -0.5881 0.1772 3.7487 -0.4 0.7 0.2 -0.023
H 0.3637 -0.7162 3.0311 -1.0 0.2 0.8 -0.025
O -0.2525 -0.7010 3.8626 0.7 -0.9 0.1 -0.148
H 0.1483 -3.2297 -1.2769 -1.2 1.0 -1.8 -0.005
H 0.9677 -3.2873 -0.1610 1.7 0.9 2.0 -0.043
O 0.4803 -3.8722 -0.6951 -0.6 -2.0 -0.6 -0.037
H 1.2586 -1.9701 1.7782 -1.5 -1.7 -0.4 0.045
H 0.4190 -3.5148 1.5744 0.7 1.7 0.5 0.058
O 1.2524 -2.9935 1.6610 0.7 0.2 0.2 -0.135
H 2.2466 -0.1185 0.6339 1.4 -2.3 -1.9 0.107
H 3.1933 -1.3425 0.6048 0.8 -1.6 1.3 -0.024
O 2.8607 -0.7441 -0.0185 -2.2 3.6 0.7 -0.130
```
Positions in Å, forces in eV/Å.

***

The following is a quantum chemistry calculation of 12 unconnected molecules or ions with the total composition C29H82O12 in a non-equilibrium geometry, from the OMol25 dataset.

SMILES ... CC(C)O.CC(C)O.CC(C)O.CC(C)O.CC(C)O.CCO.CCO.CCO.CCO.CCO.CCO.CCO

Structure (XYZ):
```
123
Properties=species:S:1:pos:R:3:forces:R:3:lowdin_charge:R:1
C -18.7874 5.6258 11.7146 0.7 0.0 0.1 -0.062
C -18.5182 6.4863 10.4651 0.7 0.7 2.3 -0.323
O -19.4038 6.1918 9.4504 -1.0 -0.7 -1.2 -0.087
H -18.1980 5.8836 12.5945 0.4 0.5 -0.2 0.078
H -18.5136 4.5856 11.5378 -0.5 -0.1 -0.2 0.059
H -19.8027 5.7417 12.0939 -0.3 -0.2 -0.4 0.078
H -17.4814 6.4163 10.1360 -0.1 -0.4 -0.3 0.113
H -18.6620 7.5292 10.7478 0.1 0.3 0.1 0.105
H -20.1862 5.8312 9.8740 -0.2 -0.1 -0.2 0.098
C -17.8986 2.9020 9.2860 0.6 -0.2 0.2 -0.080
C -17.3602 1.9124 8.2311 -0.2 0.6 0.4 -0.309
O -15.9899 2.0925 7.9860 0.4 0.1 0.3 -0.078
H -18.9773 2.8063 9.4108 -0.1 0.2 -0.1 0.073
H -17.5888 3.9281 9.0881 -0.4 0.2 -0.7 0.056
H -17.4282 2.7833 10.2621 0.0 -0.7 0.1 0.067
H -17.8135 2.1345 7.2651 -0.9 -0.4 0.1 0.089
H -17.5066 0.8799 8.5481 -0.2 0.0 -0.1 0.114
H -16.0343 2.8631 7.4152 0.9 0.5 -0.4 0.033
C -20.1903 2.7272 5.5097 -0.5 0.2 0.3 -0.089
C -20.0085 1.2399 5.2485 0.4 0.5 -0.3 -0.301
O -19.5470 1.1277 3.9084 -0.2 -0.4 -0.6 -0.090
H -21.0172 3.0817 4.8943 0.0 -0.1 -0.2 0.055
H -19.3261 3.3249 5.2198 0.2 -0.2 0.1 0.065
H -20.4607 3.0042 6.5287 0.1 -0.2 0.2 0.069
H -20.9577 0.7115 5.3374 0.1 -0.1 -0.1 0.112
H -19.2501 0.7326 5.8449 -0.3 0.2 0.7 0.101
H -18.6261 1.3959 3.9471 0.1 0.0 -0.3 0.072
C -16.2870 8.7477 1.8569 0.4 0.2 0.4 -0.077
C -16.6047 9.8523 2.8527 -0.5 0.1 -1.4 -0.345
O -17.1899 9.3504 4.0092 0.0 -0.8 0.5 -0.089
H -15.7405 7.9622 2.3788 0.1 -0.2 -0.3 0.056
H -15.6975 9.1860 1.0516 0.3 -0.2 0.0 0.074
H -17.1707 8.3409 1.3652 -0.2 -0.1 0.4 0.069
H -17.3301 10.4625 2.3147 -0.1 0.6 0.1 0.106
H -15.7456 10.4784 3.0937 0.3 -0.1 -0.1 0.115
H -17.4654 10.1201 4.5125 -0.4 0.2 0.3 0.026
C -22.9828 5.3690 5.0868 0.0 -0.7 0.0 -0.088
C -24.3264 5.4001 4.4037 -0.4 0.2 0.3 -0.331
O -24.4190 6.5017 3.5374 -0.1 0.7 -0.7 -0.079
H -22.2202 5.2033 4.3259 0.2 0.0 0.2 0.070
H -22.9975 4.5294 5.7817 0.3 -0.2 0.0 0.072
H -22.7083 6.2504 5.6664 -0.4 0.2 -0.2 0.056
H -25.1516 5.4904 5.1100 0.0 0.0 0.3 0.109
H -24.5297 4.4933 3.8340 0.3 -0.3 0.2 0.115
H -24.3635 6.1828 2.6336 0.0 0.2 0.0 0.084
C -21.3558 8.7424 3.7726 1.1 1.0 -0.8 -0.083
C -21.9817 9.7553 2.8190 -1.8 -0.6 1.2 -0.287
O -22.8426 10.6152 3.5861 0.5 1.1 -0.4 -0.099
H -20.6742 8.2051 3.1132 0.0 -0.9 0.5 0.078
H -22.0340 8.1655 4.4014 -0.3 -0.3 -0.8 0.050
H -20.7357 9.2747 4.4939 0.2 0.2 -0.1 0.055
H -22.6121 9.2684 2.0749 0.0 -0.4 -0.1 0.102
H -21.2771 10.3372 2.2247 0.2 0.3 0.6 0.113
H -23.5120 10.1184 4.0622 0.1 -0.4 -0.2 0.072
C -18.3118 7.9986 6.6074 0.0 1.5 -1.0 -0.076
C -19.0506 6.8282 6.0175 0.4 1.7 0.7 -0.304
O -18.7281 5.7510 6.7886 0.2 -2.9 0.7 -0.091
H -17.2256 7.9266 6.5511 -0.1 -0.1 -0.1 0.065
H -18.6073 8.2535 7.6251 -0.1 -0.5 0.2 0.072
H -18.6276 8.8457 5.9985 0.3 0.4 0.0 0.048
H -18.7544 6.6174 4.9899 -0.3 0.2 -0.1 0.117
H -20.0957 7.0957 6.1733 -0.5 -0.3 -0.8 0.092
H -19.1165 5.8662 7.6590 0.1 0.0 0.5 0.051
C -14.0897 4.9509 6.4649 -1.1 0.2 0.0 -0.031
C -15.4508 5.4496 5.9687 0.8 0.4 -2.3 -0.483
C -15.5011 5.6085 4.4486 1.2 0.9 -0.9 -0.065
O -16.4201 4.4686 6.0903 -0.8 -1.9 1.8 -0.074
H -14.1247 4.8905 7.5526 0.2 -0.2 0.0 0.077
H -13.2744 5.6035 6.1526 0.0 -0.1 0.0 0.080
H -14.0134 3.9562 6.0259 0.5 -0.1 0.2 0.087
H -15.7675 6.3976 6.4036 0.1 0.0 0.4 0.122
H -14.6968 6.2068 4.0204 0.0 0.6 0.2 0.075
H -16.4569 6.0324 4.1407 0.0 0.1 0.0 0.061
H -15.3552 4.6820 3.8932 -0.3 -0.5 0.5 0.079
H -17.1878 4.8187 6.5481 -0.6 0.3 0.1 0.048
C -23.9071 10.1891 8.1940 -0.4 1.3 -0.2 -0.065
C -23.1818 8.9119 8.4276 0.2 -0.5 -1.7 -0.507
C -21.7577 8.8950 7.7608 -1.0 -0.7 1.1 -0.022
O -23.2322 8.6581 9.8031 0.7 0.1 0.9 -0.031
H -23.4563 11.0121 8.7486 0.1 0.0 0.2 0.086
H -24.9569 10.1433 8.4838 0.0 -0.2 0.1 0.084
H -23.8888 10.5241 7.1570 0.1 -0.3 -0.2 0.078
H -23.7750 8.1204 7.9696 0.0 -0.2 -0.5 0.128
H -21.3137 7.9288 8.0008 0.4 0.0 0.5 0.055
H -21.1626 9.7202 8.1518 0.2 -0.1 -0.2 0.075
H -21.7863 8.8428 6.6724 -0.3 0.7 0.0 0.056
H -22.9684 7.7494 9.9652 0.0 0.0 0.0 0.085
C -15.7274 9.1725 9.3966 -0.5 -1.5 0.1 -0.057
C -15.9077 10.6490 9.5269 1.1 -0.6 0.2 -0.493
C -15.7712 11.2111 10.9471 -0.3 0.2 -0.6 -0.039
O -14.9020 11.2081 8.6742 -0.4 0.3 0.1 -0.046
H -15.8397 8.8557 8.3597 0.0 0.2 -0.1 0.070
H -16.5190 8.6595 9.9428 -0.2 0.0 0.1 0.061
H -14.8085 8.7047 9.7501 0.3 0.6 0.1 0.091
H -16.9025 10.8329 9.1213 -0.1 0.4 0.1 0.104
H -14.7968 11.0395 11.4046 0.1 -0.1 -0.3 0.085
H -16.5326 10.8358 11.6308 -0.1 0.0 -0.1 0.079
H -15.9023 12.2841 10.8068 0.0 0.2 0.5 0.073
H -15.0557 12.1557 8.6729 0.2 0.2 -0.1 0.079
C -17.9307 13.6784 6.2151 0.5 -0.6 0.3 -0.042
C -17.9755 12.1266 6.2751 0.1 1.7 0.5 -0.475
C -18.9462 11.6412 7.3395 0.2 -0.2 -0.6 -0.046
O -18.3304 11.7286 4.9763 -0.1 -0.9 -0.6 -0.060
H -17.7703 14.1319 7.1933 -0.2 0.0 0.1 0.075
H -18.8628 14.0236 5.7677 -0.1 0.1 0.2 0.081
H -17.1138 14.0104 5.5744 0.0 -0.1 -0.1 0.077
H -16.9828 11.7121 6.4509 0.1 0.0 0.1 0.137
H -19.1069 10.5706 7.2128 0.1 0.0 0.2 0.046
H -19.9055 12.1371 7.1913 -0.1 0.1 0.2 0.090
H -18.5441 11.8505 8.3307 -0.3 0.0 0.0 0.073
H -19.2805 11.8265 4.8793 -0.2 0.0 -0.2 0.105
C -16.6724 4.5650 1.0411 -0.1 -0.2 0.1 -0.039
C -17.9256 3.8517 1.5551 -0.8 1.0 -0.4 -0.503
C -19.0197 4.8462 1.8673 0.6 1.2 1.4 -0.062
O -18.4610 3.0578 0.5409 0.5 -1.3 -1.4 -0.046
H -15.8617 3.8712 0.8189 -0.1 -0.1 0.0 0.082
H -16.3068 5.2892 1.7692 -0.1 -0.1 0.1 0.050
H -16.8844 5.1289 0.1327 -0.2 -0.1 -0.1 0.084
H -17.7041 3.2536 2.4389 0.2 -0.1 0.2 0.125
H -19.2115 5.5733 1.0782 0.1 -0.3 -0.3 0.086
H -18.6338 5.4247 2.7066 -0.3 0.4 0.3 0.059
H -19.9656 4.4180 2.1987 0.1 -0.3 -0.1 0.074
H -19.3211 2.7144 0.7938 0.0 0.0 0.2 0.087
```
Positions in Å, forces in eV/Å.

***

The following is a quantum chemistry calculation of a molecular structure, ArH24O12, from the OMol25 dataset.

Structure (XYZ):
```
37
Properties=species:S:1:pos:R:3:forces:R:3:lowdin_charge:R:1
Ar 0.5723 -0.0491 0.1485 0.0 0.0 0.0 0.215
O -1.7052 -2.0297 -2.1665 0.0 -0.7 -0.3 -0.066
H -0.8584 -2.1669 -1.7419 0.3 -0.1 0.1 0.005
H -2.0746 -1.2656 -1.7238 0.0 0.3 0.1 -0.046
O -0.8490 -3.7010 0.4249 0.3 0.2 0.4 -0.050
H -0.8123 -4.3456 -0.2817 0.0 -0.2 -0.2 0.050
H -1.7713 -3.4492 0.4724 -0.4 -0.2 -0.3 0.026
O 3.7756 2.3164 -1.6717 0.4 0.5 0.0 -0.071
H 3.5833 1.4260 -1.9656 0.0 -0.6 -0.1 -0.016
H 2.9718 2.6055 -1.2398 -0.3 0.0 0.1 -0.016
O -0.3837 -0.5896 4.2937 0.4 0.4 0.4 -0.054
H -0.1413 -1.3840 4.7695 0.1 -0.1 0.2 0.035
H -0.9779 -0.8929 3.6073 -0.5 -0.2 -0.5 -0.021
O -2.0025 -1.4546 2.0998 -0.3 -0.4 0.2 -0.048
H -1.4632 -2.1111 1.6588 0.4 -0.2 0.0 0.005
H -1.9519 -0.6836 1.5348 0.1 0.5 0.0 -0.017
O 3.8121 -0.6018 -1.8377 -0.1 0.3 -0.5 -0.054
H 3.6802 -0.8950 -0.9361 -0.1 -0.4 0.2 -0.015
H 4.7579 -0.6599 -1.9730 0.2 0.0 -0.1 0.049
O -2.6172 1.2263 1.6315 -0.1 0.1 0.1 -0.045
H -2.7819 0.9580 0.7275 0.1 0.0 -0.7 -0.002
H -3.4181 0.9927 2.1008 -0.2 0.0 0.4 0.075
O 0.1876 1.8866 -3.9480 -0.3 -0.3 -0.5 -0.057
H 0.3732 1.9392 -3.0104 0.4 0.1 0.4 -0.024
H -0.2367 2.7191 -4.1557 0.0 0.2 -0.1 0.022
O 0.9667 2.9737 -1.4620 -0.1 -0.2 0.1 -0.055
H 0.9484 3.8590 -1.8255 0.2 0.3 -0.2 0.069
H 0.2279 2.9486 -0.8540 -0.1 0.0 0.5 0.047
O 3.1689 -2.1466 0.4013 0.1 0.1 0.0 -0.061
H 3.0766 -1.5381 1.1344 -0.1 0.2 0.3 0.036
H 2.9637 -3.0041 0.7739 0.0 -0.3 0.0 0.052
O -2.7624 0.1730 -1.0319 -0.1 0.3 0.6 -0.033
H -2.6995 0.8984 -1.6533 0.2 0.3 -0.4 0.086
H -3.7018 0.0090 -0.9487 -0.5 -0.2 -0.1 0.085
O -0.3564 2.2989 2.8453 0.4 0.5 -0.1 -0.074
H -0.3585 1.5862 3.4843 0.1 -0.4 0.3 -0.003
H -1.1422 2.1515 2.3189 -0.3 -0.1 0.0 -0.031
```
Positions in Å, forces in eV/Å.

***

Looking at gap between HOMO and LUMO for the records above, in order, we have 8.28, 9.71, 9.67 eV.
Looking at relative energy (zero: lowest compared OMol25 entry of this formula, charge and spin) for the records above, in order, we have 194.94, 205.10, 145.68 kJ/mol.